Density functional theory data (wB97M-V/def2-TZVPD) for a molecular structure, C29H41N5O3PScSi2Te.

Each line ends with the Löwdin charge.
Cartesian coordinates (Å):
Sc -0.29 0.10 0.40  0.9583
C -1.18 0.18 -3.87  -0.0476
C -0.01 0.04 -4.60  -0.0436
C 1.19 -0.05 -3.93  0.0002
C 1.23 0.00 -2.53  -0.3059
N 0.08 0.09 -1.84  0.0538
C -1.08 0.20 -2.50  -0.1532
N 2.48 -0.01 -1.96  0.1789
C 2.73 -0.04 -0.70  -0.2871
N 1.89 -0.15 0.40  0.0482
C 2.68 -0.17 1.54  -0.2836
N 2.40 -0.29 2.78  0.1778
C 1.13 -0.41 3.33  -0.2986
C 1.09 -0.78 4.68  -0.0004
C -0.11 -0.83 5.35  -0.0475
C -1.28 -0.48 4.67  -0.0401
C -1.17 -0.15 3.35  -0.1202
N 0.00 -0.14 2.68  0.0566
C 4.11 -0.04 1.14  -0.1215
C 5.26 0.03 1.89  -0.0024
C 6.46 0.17 1.20  -0.0669
C 6.49 0.24 -0.19  -0.0669
C 5.31 0.17 -0.93  -0.0019
C 4.13 0.03 -0.23  -0.1234
H -2.15 0.27 -4.34  0.1155
H -0.03 0.00 -5.68  0.1128
H 2.14 -0.14 -4.45  0.1145
H -1.96 0.29 -1.88  0.0593
H 2.03 -1.00 5.17  0.1144
H -0.14 -1.11 6.40  0.1120
H -2.24 -0.47 5.16  0.1114
H -2.04 0.13 2.78  0.0803
H 5.22 -0.02 2.97  0.1145
H 7.39 0.23 1.75  0.1029
H 7.44 0.35 -0.70  0.1029
H 5.31 0.21 -2.02  0.1147
C -1.10 -3.11 -2.27  -0.1642
Si -1.13 -3.14 -0.40  0.3632
C 0.64 -3.38 0.19  -0.1762
C -2.01 -4.73 0.05  -0.1889
C -1.81 -1.61 0.38  -0.4390
Si -3.62 -1.24 0.17  0.3755
C -4.09 -0.49 -1.48  -0.1824
C -4.27 -0.06 1.47  -0.1840
C -4.71 -2.76 0.31  -0.1903
H -0.95 -4.13 -2.64  0.0363
H -0.29 -2.49 -2.68  0.0162
H -2.04 -2.74 -2.70  0.0250
H 1.10 -4.26 -0.27  0.0364
H 0.67 -3.52 1.27  0.0378
H 1.28 -2.52 -0.05  -0.0004
H -1.40 -5.58 -0.26  0.0319
H -2.98 -4.81 -0.45  0.0142
H -2.19 -4.81 1.13  0.0345
H -1.74 -1.86 1.46  0.0007
H -3.79 0.57 -1.56  0.0317
H -5.18 -0.52 -1.56  0.0404
H -3.68 -1.04 -2.34  0.0220
H -3.71 0.88 1.49  0.0143
H -4.24 -0.52 2.46  0.0316
H -5.31 0.18 1.26  0.0379
H -4.66 -3.38 -0.58  0.0239
H -5.75 -2.44 0.44  0.0319
H -4.44 -3.38 1.17  0.0309
C -1.29 4.37 -2.90  -0.0715
C -0.13 4.17 -1.96  -0.3039
O -0.37 3.00 -1.14  -0.3144
P -0.82 2.97 0.38  0.0615
O -1.58 1.62 0.47  -0.4302
Te -1.76 4.95 1.13  0.4636
O 0.52 2.48 1.14  -0.3517
C 1.59 3.39 1.53  -0.2501
C 2.68 3.43 0.47  -0.0364
H -1.09 5.22 -3.56  0.0823
H -2.20 4.58 -2.34  0.0663
H -1.45 3.48 -3.52  0.0711
H 0.02 5.03 -1.32  0.0675
H 0.79 3.96 -2.50  0.1163
H 1.95 3.01 2.48  0.1215
H 1.15 4.37 1.70  0.0584
H 3.33 2.56 0.52  0.0634
H 3.29 4.32 0.62  0.0869
H 2.25 3.48 -0.53  0.0705

Computed properties:
- ΔE to the lowest compared entry with this formula, charge and spin (kcal per mole) = 0.66
- electronic energy (hartree) = -3578.6033
- orbital gap (eV) = 6.8
- highest occupied orbital energy (eV) = -7.75
- LUMO energy (eV) = -0.973
- maximum force (hartree/bohr) = 0.0188